Computed, not measured: a structure of composition C20H47BBr12GaN2O3, with the ωB97M-V functional and the def2-TZVPD basis.

Last column: Mulliken charge in e.
Geometry (Å):
N1 -1.7200 -3.2086 -4.7689  -0.2523
C1 -0.4096 -3.0868 -4.0698  -0.6727
C2 -0.5564 -3.1348 -2.4968  0.2048
C3 -2.0399 -2.9480 -2.0206  0.0560
C4 -2.0754 -2.5052 -0.4907  -0.4714
C5 -2.6151 -1.0394 -0.4137  -0.7926
Ga1 -2.4397 -0.1444 1.4307  0.3418
C6 -2.7436 1.8931 1.1070  -1.0282
C7 -1.5287 2.4940 0.3269  -0.4509
C8 -0.3677 2.8072 1.3516  -0.2526
N2 0.4110 3.9950 0.9244  -0.4675
O1 -0.7444 -0.5135 2.2302  -0.3210
B1 -0.6305 -0.0961 3.5368  0.5525
O2 0.6570 0.2226 4.0771  -0.5897
O3 -1.7105 0.0209 4.4558  -0.5540
H1 -1.6169 -2.7727 -5.6792  0.1971
H2 -1.9564 -4.1907 -4.8821  -0.1054
H3 0.1949 -3.9703 -4.3835  0.2216
H4 0.1310 -2.1670 -4.3632  0.3603
H5 0.0080 -2.2671 -2.0967  0.0972
H6 -0.1863 -4.0820 -2.0550  -0.1097
H7 -2.4656 -2.1125 -2.6158  0.1842
H8 -2.6794 -3.8399 -2.1994  -0.1195
H9 -1.0466 -2.5425 -0.0568  0.0698
H10 -2.6928 -3.1973 0.1226  0.3565
H11 -3.6634 -0.9145 -0.7614  0.2287
H12 -1.9835 -0.4314 -1.1165  0.3068
H13 -3.5832 -0.6497 2.4666  -0.4136
H14 -3.0058 2.4402 2.0372  0.3974
H15 -3.6494 1.9322 0.4465  0.2675
H16 -1.8143 3.4275 -0.2241  0.4713
H17 -1.1003 1.8068 -0.4345  0.0827
H18 -0.8661 2.9615 2.3369  0.2489
H19 0.3398 1.9512 1.4101  0.1645
H20 -0.1946 4.7958 0.7852  0.1831
H21 1.0921 4.1657 1.6582  0.1534
H22 1.3156 -0.0568 3.4418  0.2473
H23 -1.3563 0.4143 5.2564  0.2611
Br1 2.4216 -3.1589 -1.0523  -0.0931
C9 2.2934 -4.4279 0.4177  -0.6809
C10 2.7404 -5.8045 -0.0015  -0.5287
Br2 1.3817 -6.7027 -1.0715  -0.1540
H24 1.2647 -4.3999 0.7695  0.3459
H25 2.9488 -4.0334 1.1929  0.3882
H26 2.8835 -6.4427 0.8697  0.3565
H27 3.6519 -5.7943 -0.5932  0.3607
Br3 3.8647 5.1454 0.7792  -0.0818
C11 4.8820 4.0424 -0.4619  -0.5926
C12 3.9717 3.3062 -1.4108  -0.6244
Br4 3.1224 1.7851 -0.5421  -0.0978
H28 5.5008 3.3787 0.1364  0.3620
H29 5.5214 4.7392 -1.0030  0.3464
H30 4.5428 2.8816 -2.2356  0.3607
H31 3.1748 3.9302 -1.8078  0.3566
Br5 -3.0730 -6.2505 -4.4793  -0.1428
C13 -4.9060 -6.3603 -3.8326  -0.5900
C14 -5.8766 -5.8088 -4.8431  -0.6201
Br6 -5.8371 -3.8628 -4.8551  -0.0528
H32 -4.9364 -5.8331 -2.8823  0.3789
H33 -5.0864 -7.4209 -3.6616  0.3502
H34 -6.8989 -6.0758 -4.5777  0.3327
H35 -5.6720 -6.1380 -5.8585  0.3501
Br7 4.6486 8.6334 4.6071  -0.1840
C15 5.3863 6.8463 4.8610  -0.6078
C16 4.5366 5.7975 4.1935  0.5296
Br8 2.9280 5.4236 5.2263  -0.1185
H36 5.4860 6.6954 5.9322  0.3602
H37 6.3766 6.8809 4.4085  0.3771
H38 5.0665 4.8466 4.1410  -0.3983
H39 4.2128 6.0769 3.1953  -0.0068
Br9 7.3472 4.2981 6.9818  -0.1336
C17 7.4588 2.4077 6.5240  -0.5316
C18 7.6629 2.2135 5.0445  -0.6350
Br10 6.0074 2.4963 4.0596  -0.1164
H40 6.5515 1.9380 6.8945  0.3703
H41 8.3142 2.0293 7.0819  0.3293
H42 7.9512 1.1856 4.8287  0.3453
H43 8.4023 2.8895 4.6234  0.3647
Br11 -5.4827 -0.0666 -3.9930  -0.0881
C19 -7.0622 0.9319 -4.5397  -0.5925
C20 -8.3208 0.1285 -4.3344  -0.5667
Br12 -8.5347 -1.2250 -5.7210  -0.1601
H44 -6.9096 1.2268 -5.5746  0.3512
H45 -7.0686 1.8204 -3.9096  0.3239
H46 -9.2009 0.7645 -4.4204  0.3394
H47 -8.3443 -0.3898 -3.3795  0.3655

Cartesian forces (eV/Å) of the 6 atoms listed first:
0.78 0.68 -0.01
-0.10 -1.36 0.56
-1.27 0.39 -0.40
0.53 0.46 0.58
-0.44 0.37 -0.88
1.11 0.16 0.42

Values from the calculation:
Electronic energy: -33963.45040 a.u.
HOMO level: -4.188 eV
Total charge: -1
Multiplicity: 1
Kohn-Sham gap: 5.794 eV
Lowest unoccupied orbital energy: 1.61 eV

Computed, not measured: an isolated molecule of C20H47BN3O6PS, with the ωB97M-V functional and the def2-TZVPD basis.

Last column: Mulliken charge in e.
Geometry (Å):
C1 -5.9152 -1.7797 2.4355  -0.7508
C2 -5.8512 -0.1955 1.9762  -0.2346
O1 -5.0732 -0.0746 0.7337  -0.3631
C3 -3.6349 0.1986 1.0200  -0.2825
C4 -2.6803 -1.1435 0.8256  -0.2410
C5 -1.8669 -1.1338 -0.6423  0.0062
S1 -3.3146 -1.1090 -1.8943  -0.1840
O2 -1.1173 0.1149 -0.6329  -0.2388
C6 -0.9148 0.7234 -1.9444  -0.6838
C7 0.6044 1.4265 -1.8706  0.3267
C8 0.9427 2.3209 -3.2265  -0.9218
C9 1.1028 3.8904 -2.7759  -0.4791
C10 2.6573 4.1454 -2.2188  -0.6012
C11 2.7900 3.8518 -0.6019  -0.0188
C12 4.1651 4.4208 0.0854  -0.3674
C13 3.7071 5.4564 1.2977  -0.4970
O3 4.6490 5.4748 2.4408  -0.3838
C14 4.2262 4.5357 3.4916  -0.5392
P1 -2.1015 2.2361 -2.2986  0.4124
N1 -2.0268 3.2252 -0.9862  -0.7765
C15 -0.9325 -2.5124 -0.8004  1.0197
C16 -1.0479 -3.5091 0.4953  -0.5743
C17 -0.1406 -4.8821 0.4157  -0.6145
C18 0.9781 -4.9931 1.6551  -0.6067
O4 2.3767 -4.9648 1.1384  -0.3733
C19 3.2655 -4.5388 2.2555  -0.5209
C20 0.6614 -2.1779 -1.1393  -1.1337
B1 1.5824 -1.7558 0.1482  0.5925
O5 3.0686 -1.9545 0.0262  -0.6292
O6 1.0965 -1.1695 1.4229  -0.5640
N2 -1.4344 -3.1281 -2.1127  0.1789
N3 -2.2185 -4.2283 -1.9578  -0.8507
H1 -5.2727 -2.0348 3.3808  0.2263
H2 -7.0553 -2.0778 2.5864  0.3059
H3 -5.5280 -2.4750 1.5470  0.1666
H4 -5.5223 0.5410 2.8255  0.2686
H5 -6.9720 0.1106 1.7007  0.2766
H6 -3.3357 1.0963 0.3273  -0.0037
H7 -3.4554 0.5714 2.1341  0.3346
H8 -3.4070 -2.0740 0.9191  -0.1191
H9 -1.8661 -1.1001 1.6686  0.1631
H10 -2.7743 -1.0637 -3.2122  0.1533
H11 -0.8412 -0.0167 -2.8511  0.4471
H12 1.4601 0.5974 -1.8283  -0.1095
H13 0.6962 2.0285 -0.8704  0.0710
H14 0.1774 2.1316 -4.0972  0.3182
H15 2.0021 1.9740 -3.6482  0.3716
H16 0.3961 4.1212 -1.8422  0.2929
H17 0.7881 4.6518 -3.6105  0.3209
H18 3.0265 5.2373 -2.5210  0.2700
H19 3.4065 3.4015 -2.7511  0.2917
H20 1.8044 4.2140 -0.0512  0.2668
H21 2.8111 2.6654 -0.4700  -0.2365
H22 4.9082 4.8959 -0.6851  0.3087
H23 4.7348 3.5199 0.5921  0.2568
H24 2.6455 5.1524 1.7369  0.3105
H25 3.5677 6.5069 0.7842  0.2575
H26 5.1952 4.0479 3.9592  0.2294
H27 3.5188 3.6696 3.1210  0.2122
H28 3.6726 5.0782 4.3985  0.2307
H29 -3.4973 1.7947 -2.3508  0.0704
H30 -1.7593 2.9354 -3.5087  0.1323
H31 -1.3609 2.8438 -0.2783  0.2817
H32 -2.1733 -3.8797 0.6527  0.2933
H33 -0.7573 -3.0060 1.5290  0.2814
H34 -0.8655 -5.8113 0.5953  0.2856
H35 0.3686 -5.0724 -0.6208  0.3089
H36 0.8644 -4.1355 2.4489  0.3757
H37 0.8864 -6.0131 2.2502  0.3059
H38 2.8257 -4.9414 3.2814  0.2789
H39 3.2895 -3.3506 2.3061  0.1332
H40 4.3688 -4.9154 2.1492  0.2414
H41 1.0999 -3.2223 -1.5180  0.2502
H42 0.7851 -1.4630 -2.0878  0.2760
H43 3.3587 -1.0988 -0.4475  0.2874
H44 1.6088 -0.3070 1.5894  0.2644
H45 -0.6604 -3.2502 -2.8026  0.4072
H46 -3.0443 -4.1155 -1.3382  0.2818
H47 -1.7220 -5.1322 -1.8531  0.2569

Cartesian forces (eV/Å) of the 6 atoms listed first:
-0.31 -0.37 -0.44
-1.58 -0.77 -0.37
1.29 0.67 2.56
0.62 0.31 0.14
-0.41 1.02 -0.42
-0.98 -0.59 1.65

Values from the calculation:
Electronic energy: -2169.87650 a.u.
HOMO level: -7.917 eV
Multiplicity: 1
Kohn-Sham gap: 7.884 eV
Lowest unoccupied orbital energy: -0.03 eV

Computed, not measured: a cluster of 6 separate species, C20H47Cl2N5O7P in total, with the ωB97M-V functional and the def2-TZVPD basis.

Last column: Mulliken charge in e.
Geometry (Å):
C1 -1.4692 3.6011 -4.3415  -1.4405
C2 -2.2421 2.2830 -4.2425  0.4797
Cl1 -2.2550 1.4887 -5.8594  -0.3680
C3 -1.8067 1.3357 -3.1137  -0.3464
Cl2 -1.9385 2.2099 -1.5511  -0.2011
C4 -0.4754 0.6210 -3.2944  -0.2734
C5 0.8746 1.4606 -3.2877  -0.4080
O1 1.7873 0.8289 -2.4473  -0.4841
P1 0.9711 -0.2278 -1.2786  1.2886
O2 -0.3249 -0.5062 -2.4943  -0.6855
H1 -2.1700 4.3610 -4.6963  0.3805
H2 -0.6642 3.5697 -5.0725  0.3195
H3 -1.0998 3.9437 -3.3793  0.3346
H4 -3.2747 2.5477 -4.0321  0.4067
H5 -2.5571 0.5472 -3.0709  0.3807
H6 -0.5090 0.1894 -4.3069  0.4142
H7 1.2499 1.3539 -4.3111  0.2629
H8 0.6437 2.4929 -2.9962  0.1818
H9 1.8105 0.1543 -0.2053  -0.3207
H10 0.0859 0.8299 -0.8023  -0.5098
H11 0.2608 -1.1851 -0.4974  -0.0908
H12 1.8436 -1.2980 -1.7616  -0.3225
C6 -5.7763 -0.0695 -7.8672  0.1336
O3 -6.7937 0.1124 -8.5140  -0.6169
N1 -5.3377 -1.2714 -7.4489  0.1580
C7 -4.1143 -1.4231 -6.6801  -0.2130
C8 -6.1179 -2.4487 -7.7809  -0.9509
H13 -5.1157 0.7604 -7.5649  0.2580
H14 -3.4172 -2.0655 -7.2226  0.3423
H15 -4.3411 -1.8771 -5.7133  0.3519
H16 -3.6473 -0.4541 -6.5135  -0.3417
H17 -6.2040 -2.5421 -8.8647  0.2866
H18 -7.1228 -2.3558 -7.3659  0.2870
H19 -5.6371 -3.3358 -7.3757  0.3805
C9 3.3313 2.4116 1.4407  0.0323
O4 2.3965 1.9597 0.8250  -0.6502
N2 4.4406 2.9347 0.8565  0.1984
C10 5.5448 3.4627 1.6227  -0.9683
C11 4.4996 2.9535 -0.5971  -0.8751
H20 3.3658 2.4317 2.5474  0.3082
H21 5.6973 4.5184 1.3795  0.3331
H22 6.4596 2.9103 1.3890  0.3288
H23 5.3422 3.3729 2.6889  0.3044
H24 3.6642 3.5320 -0.9933  0.2626
H25 4.4177 1.9374 -0.9853  0.2892
H26 5.4395 3.3971 -0.9225  0.3554
C12 2.3223 -2.6545 0.8514  0.0353
O5 1.4927 -1.8441 1.1814  -0.5666
N3 3.5420 -2.7948 1.4408  0.2229
C13 4.5029 -3.7774 0.9990  -0.9746
C14 3.8754 -1.9184 2.5466  -0.8157
H27 2.1578 -3.3579 0.0150  0.3218
H28 4.7387 -4.4642 1.8179  0.3418
H29 5.4233 -3.2818 0.6761  0.3406
H30 4.1002 -4.3485 0.1644  0.2903
H31 3.1534 -2.0503 3.3548  0.2751
H32 3.8323 -0.8781 2.2173  0.1467
H33 4.8757 -2.1460 2.9114  0.3813
C15 -1.6079 0.7934 4.4541  0.1254
O6 -0.4148 0.8143 4.7087  -0.6156
N4 -2.1429 0.7812 3.2250  0.2978
C16 -3.5745 0.7608 3.0174  -0.9534
C17 -1.2646 0.7887 2.0562  -0.8817
H34 -2.3739 0.7845 5.2537  0.2451
H35 -3.8528 -0.1340 2.4567  0.3215
H36 -3.8776 1.6433 2.4498  0.3232
H37 -4.0980 0.7572 3.9731  0.3173
H38 -0.6151 -0.0862 2.0744  0.2878
H39 -0.6374 1.6794 2.0726  0.2699
H40 -1.8585 0.7802 1.1463  0.3182
C18 1.1726 -3.2058 8.0038  0.1147
O7 1.9749 -3.7087 7.2406  -0.5863
N5 0.3095 -2.2222 7.6870  0.1782
C19 -0.6155 -1.6766 8.6559  -0.9144
C20 0.3021 -1.6865 6.3297  -0.7957
H41 1.0869 -3.5299 9.0577  0.2401
H42 -1.6419 -1.8212 8.3101  0.3037
H43 -0.4312 -0.6072 8.7817  0.3133
H44 -0.4940 -2.1720 9.6181  0.3199
H45 0.0817 -2.4864 5.6217  0.2865
H46 1.2829 -1.2782 6.0914  0.2619
H47 -0.4418 -0.9051 6.2413  0.2309

Cartesian forces (eV/Å) of the 6 atoms listed first:
-0.38 0.31 -0.50
0.31 0.88 0.82
-0.02 0.04 0.12
0.11 -0.60 -0.44
-0.39 0.24 -0.19
1.07 -1.08 -0.84

Values from the calculation:
Electronic energy: -2852.40338 a.u.
HOMO level: -3.416 eV
Total charge: -1
Multiplicity: 1
Kohn-Sham gap: 5.781 eV
Lowest unoccupied orbital energy: 2.36 eV